No. 1
{"formula": "C29H28N5S5Ti", "method": "ωB97M-V/def2-TZVPD", "elements": ["Ti", "S", "C", "C", "C", "C", "C", "C", "S", "C", "C", "C", "C", "C", "C", "C", "S", "C", "C", "C", "C", "C", "C", "S", "N", "H", "H", "H", "H", "H", "H", "H", "H", "H", "H", "H", "H", "H", "H", "H", "C", "C", "N", "C", "S", "N", "N", "C", "C", "C", "C", "C", "C", "C", "N", "H", "H", "H", "H", "H", "H", "H", "H", "H", "H", "H", "H", "H"], "xyz": [[0.39867, 0.60681, 0.14607], [1.15933, 2.54524, -0.99696], [-0.08845, 3.78398, -0.94082], [0.22364, 5.13638, -1.02270], [-0.79411, 6.07683, -0.98972], [-2.12264, 5.68354, -0.88810], [-2.44422, 4.33640, -0.82543], [-1.41928, 3.40395, -0.83798], [-1.69093, 1.65338, -0.86016], [-2.84739, 1.46271, 0.51681], [-2.69670, 0.08513, 1.07892], [-3.81569, -0.63625, 1.43275], [-3.65537, -1.87370, 2.04005], [-2.37904, -2.30620, 2.31210], [-1.29323, -1.51441, 1.94836], [0.05747, -1.90458, 2.45347], [1.39617, -1.46485, 1.32348], [2.51999, -0.75471, 2.49759], [3.57498, -1.51724, 2.97912], [4.42257, -0.98482, 3.93852], [4.20349, 0.30425, 4.40626], [3.15744, 1.07224, 3.91584], [2.30525, 0.55011, 2.94587], [1.02893, 1.54685, 2.25774], [-1.43687, -0.35630, 1.28431], [1.25710, 5.44626, -1.09965], [-0.54801, 7.12870, -1.04270], [-2.90929, 6.42482, -0.86681], [-3.47932, 4.02380, -0.77159], [-3.86683, 1.64057, 0.18243], [-2.58863, 2.20565, 1.27392], [-4.79697, -0.23038, 1.23161], [-4.51350, -2.47662, 2.30448], [-2.19610, -3.25536, 2.79392], [0.09809, -2.97471, 2.64102], [0.23992, -1.36507, 3.38515], [3.72273, -2.52257, 2.60528], [5.24570, -1.57235, 4.32060], [4.86104, 0.72443, 5.15580], [3.00631, 2.08234, 4.27243], [-4.01720, -2.54460, -3.46591], [-3.70707, -1.92194, -2.11209], [-2.76300, -2.71452, -1.34509], [-1.45706, -2.40386, -1.14154], [-0.46593, -3.58250, -0.41341], [-1.10163, -1.17672, -1.52247], [0.21371, -0.84664, -1.33514], [1.17833, -1.23984, -2.08280], [0.99788, -2.18817, -3.21004], [2.47459, -0.64873, -1.69653], [3.66464, -0.88897, -2.36015], [4.82625, -0.28178, -1.90311], [4.76635, 0.55979, -0.80802], [3.53715, 0.78661, -0.21225], [2.42144, 0.19849, -0.64543], [-4.68669, -1.90347, -4.04015], [-4.49979, -3.51660, -3.35413], [-3.10040, -2.68455, -4.03945], [-4.62620, -1.80565, -1.52877], [-3.27787, -0.93002, -2.24213], [-2.97799, -3.68471, -1.17736], [0.77949, -3.17801, -2.80207], [1.86599, -2.24310, -3.85800], [0.12887, -1.87578, -3.79321], [3.69406, -1.54881, -3.21264], [5.76662, -0.46600, -2.40453], [5.64551, 1.05143, -0.41838], [3.42370, 1.46442, 0.62351]], "forces_ev_per_a": [[-0.3, 0.1, 0.3], [0.0, 0.0, 0.0], [0.0, 0.0, 0.0], [0.0, 0.0, 0.0], [0.0, 0.0, 0.0], [0.0, 0.0, 0.0], [0.0, 0.0, 0.0], [0.0, 0.0, 0.0], [0.0, 0.1, 0.1], [0.0, 0.0, 0.0], [0.0, 0.0, 0.0], [0.0, 0.0, 0.0], [0.0, 0.0, 0.0], [0.0, 0.0, 0.0], [0.0, 0.0, 0.0], [0.0, 0.0, 0.0], [0.1, -0.1, 0.0], [0.0, 0.1, 0.0], [0.0, 0.0, 0.0], [0.0, 0.0, 0.0], [0.0, 0.0, 0.0], [0.0, 0.0, 0.0], [0.0, -0.1, 0.0], [0.1, 0.0, -0.2], [0.1, -0.1, 0.0], [0.0, 0.0, 0.0], [0.0, 0.0, 0.0], [0.0, 0.0, 0.0], [0.0, 0.0, 0.0], [0.0, 0.0, 0.0], [0.0, 0.0, 0.0], [0.0, 0.0, 0.0], [0.0, 0.0, 0.0], [0.0, 0.0, 0.0], [0.0, 0.0, 0.0], [0.0, 0.0, 0.0], [0.0, 0.0, 0.0], [0.0, 0.0, 0.0], [0.0, 0.0, 0.0], [0.0, 0.0, 0.0], [0.0, 0.0, 0.0], [-0.1, 0.0, 0.0], [0.0, 0.0, 0.1], [-0.2, -0.1, -0.2], [0.1, -0.1, 0.1], [0.3, -0.1, -0.1], [-0.2, 0.2, 0.2], [0.1, -0.1, 0.0], [-0.1, 0.1, 0.0], [0.0, 0.1, -0.2], [0.0, -0.1, 0.1], [0.0, 0.0, 0.0], [0.0, 0.0, 0.0], [0.0, 0.0, 0.0], [0.0, 0.0, 0.0], [0.0, 0.0, 0.0], [0.0, 0.0, 0.0], [0.0, 0.0, 0.0], [0.0, 0.0, 0.0], [0.0, 0.0, 0.0], [0.0, 0.0, 0.1], [0.0, 0.0, 0.0], [0.0, 0.0, 0.0], [0.0, 0.0, 0.0], [0.0, 0.0, 0.0], [0.0, 0.0, 0.0], [0.0, 0.0, 0.0], [0.0, 0.0, 0.0]], "lowdin_charge": [0.4352, 0.7369, -0.6309, -0.0858, -0.0597, -0.0640, -0.0770, -0.5210, 0.9960, -0.3255, -0.3291, -0.0069, -0.0130, -0.0113, -0.3413, -0.3479, 0.9716, -0.5328, -0.0802, -0.0678, -0.0608, -0.0963, -0.6598, 0.6832, 0.0477, 0.1120, 0.1135, 0.1121, 0.1142, 0.0961, 0.1146, 0.1247, 0.1245, 0.1289, 0.0917, 0.1112, 0.1142, 0.1105, 0.1131, 0.1098, -0.0787, -0.2555, -0.0230, -0.8617, 0.6253, -0.0326, -0.1558, -0.2566, 0.0036, -0.2002, 0.0332, -0.0108, -0.0051, -0.1444, -0.1292, 0.0753, 0.0752, 0.0739, 0.1082, 0.0919, 0.1100, 0.0615, 0.0754, 0.1023, 0.1170, 0.1236, 0.1227, 0.1037], "homo_lumo_gap_ha": 0.227, "total_energy_ev": -115267.689, "molar_mass_da": 654.8, "multiplicity": 1, "total_charge": 1}

No. 2
{"formula": "C29H28N7O4S2Ti", "method": "ωB97M-V/def2-TZVPD", "elements": ["Ti", "O", "C", "C", "C", "C", "C", "C", "C", "O", "N", "O", "O", "H", "H", "H", "H", "C", "N", "C", "C", "S", "N", "C", "C", "H", "H", "H", "H", "H", "H", "H", "H", "H", "H", "H", "H", "S", "C", "N", "C", "C", "C", "C", "C", "C", "H", "H", "H", "H", "H", "N", "C", "C", "C", "C", "C", "C", "C", "N", "C", "C", "N", "C", "H", "H", "H", "H", "H", "H", "H"], "xyz": [[0.46704, 1.12137, -0.14260], [2.46403, 1.14279, -0.43624], [3.16104, 2.10272, -0.82668], [2.66246, 3.37906, -1.20043], [3.58226, 4.41683, -1.42526], [3.11870, 5.66382, -1.71616], [1.75360, 5.93181, -1.81687], [0.83806, 4.91990, -1.62848], [1.27399, 3.63276, -1.32585], [0.37755, 2.65271, -1.18148], [4.08988, 6.75672, -1.92810], [3.63400, 7.85281, -2.15768], [5.26298, 6.47419, -1.82836], [4.24159, 1.94676, -0.87720], [4.64943, 4.24531, -1.35489], [1.43513, 6.93858, -2.05178], [-0.22338, 5.09964, -1.72931], [-3.20173, -2.72705, -1.01750], [-3.05873, -1.27444, -0.91227], [-3.43964, -0.53054, -2.11630], [-2.62050, -0.67601, 0.19635], [-2.07791, 0.97334, 0.17682], [-2.65522, -1.35139, 1.36133], [-3.82766, -2.16088, 1.73765], [-1.89127, -0.87130, 2.51582], [-2.81968, -3.03048, -1.99188], [-4.24094, -3.05020, -0.94953], [-2.62503, -3.21589, -0.23784], [-3.23173, -1.14749, -2.98763], [-2.88314, 0.39569, -2.18350], [-4.50606, -0.30103, -2.10065], [-4.59823, -2.10356, 0.97661], [-4.24158, -1.75123, 2.65833], [-3.55895, -3.20291, 1.90981], [-1.86195, -1.67152, 3.25266], [-0.87106, -0.63211, 2.22946], [-2.34606, 0.01525, 2.96094], [1.83024, 1.69947, 4.22888], [1.74431, 1.20439, 2.60981], [0.80852, 1.76764, 1.88586], [0.07935, 2.69657, 2.63730], [-0.94950, 3.51885, 2.17315], [-1.53822, 4.38794, 3.06357], [-1.12029, 4.45408, 4.40002], [-0.09800, 3.66042, 4.86853], [0.50087, 2.78182, 3.96732], [2.43858, 0.47870, 2.20952], [-1.26840, 3.47450, 1.14132], [-2.33668, 5.03653, 2.72794], [-1.60362, 5.15047, 5.07242], [0.23509, 3.72310, 5.89620], [2.20056, -9.56411, -0.97752], [1.92487, -8.45326, -1.07230], [1.58186, -7.05890, -1.18258], [2.55382, -6.13427, -1.55836], [2.22444, -4.79289, -1.65851], [0.92808, -4.39362, -1.37900], [-0.04831, -5.30377, -1.01059], [0.27946, -6.64465, -0.91079], [0.58870, -2.99287, -1.48905], [0.10217, -2.35923, -2.61098], [-0.03257, -1.04976, -2.27853], [0.36274, -0.87882, -0.96458], [0.72931, -2.07260, -0.52251], [3.55956, -6.46911, -1.77211], [2.96650, -4.06263, -1.95639], [-1.05665, -4.96590, -0.80861], [-0.46586, -7.37416, -0.62539], [-0.07967, -2.89062, -3.53002], [-0.37715, -0.22944, -2.88502], [1.10458, -2.30787, 0.45970]], "forces_ev_per_a": [[-0.8, 0.2, -0.2], [0.1, 0.0, 0.0], [0.2, -0.1, 0.0], [-0.2, 0.1, 0.0], [0.2, -0.1, 0.0], [-0.1, 0.1, -0.1], [0.1, 0.1, 0.0], [-0.1, 0.0, -0.1], [0.0, 0.0, 0.0], [0.2, -0.3, 0.4], [0.0, 0.1, 0.2], [0.0, 0.0, -0.1], [0.0, 0.0, -0.1], [0.0, 0.0, 0.0], [0.0, 0.0, 0.0], [0.0, 0.0, 0.0], [0.0, 0.0, 0.0], [-0.1, 0.0, 0.0], [0.0, 0.0, 0.0], [0.0, 0.0, 0.0], [0.0, -0.1, -0.1], [0.3, 0.1, 0.1], [0.0, 0.1, 0.1], [0.0, -0.1, 0.0], [-0.1, -0.1, -0.1], [0.0, 0.0, 0.0], [0.0, 0.0, 0.0], [0.0, 0.0, 0.0], [0.0, 0.0, 0.0], [0.0, 0.0, 0.0], [0.0, 0.0, 0.0], [0.0, 0.0, 0.0], [0.0, 0.0, 0.0], [0.0, 0.0, 0.0], [0.0, 0.0, 0.0], [0.0, 0.0, 0.0], [0.0, 0.0, 0.0], [0.0, -0.1, 0.0], [0.0, 0.2, 0.2], [-0.1, -0.1, -0.3], [0.0, 0.0, 0.1], [0.0, 0.0, 0.0], [0.0, 0.0, -0.1], [0.0, 0.0, 0.1], [0.1, 0.0, 0.1], [0.1, -0.1, -0.1], [0.0, 0.0, 0.0], [0.0, 0.0, 0.0], [0.0, 0.0, 0.0], [0.0, 0.0, 0.0], [0.0, 0.0, 0.0], [0.0, 0.1, 0.0], [0.0, 0.0, 0.0], [0.0, 0.0, 0.0], [0.0, 0.0, 0.0], [0.0, 0.0, 0.0], [0.0, 0.0, 0.0], [-0.1, 0.0, 0.0], [0.0, 0.0, 0.0], [0.0, -0.1, 0.1], [0.1, 0.0, 0.0], [0.0, -0.1, 0.0], [0.1, 0.2, 0.2], [0.0, 0.0, -0.2], [0.0, 0.0, 0.0], [0.0, 0.0, 0.0], [0.0, 0.0, 0.0], [0.0, 0.0, 0.0], [0.0, 0.0, 0.0], [0.0, 0.0, 0.0], [0.0, 0.0, 0.0]], "mulliken_spin": [0.9399, -0.0191, 0.0176, 0.0202, 0.0056, -0.0022, 0.0065, -0.0035, 0.0091, -0.0085, 0.0003, -0.0003, -0.0004, -0.0012, 0.0003, 0.0000, 0.0004, -0.0001, 0.0030, -0.0007, -0.0027, 0.0067, 0.0004, 0.0010, 0.0025, 0.0001, -0.0001, 0.0002, -0.0006, -0.0002, 0.0002, 0.0000, -0.0002, 0.0000, 0.0003, -0.0016, 0.0014, 0.0032, 0.0117, -0.0081, 0.0129, -0.0028, 0.0003, -0.0009, 0.0004, -0.0003, -0.0010, -0.0009, 0.0000, 0.0000, 0.0000, 0.0000, 0.0000, 0.0000, -0.0001, 0.0001, -0.0005, -0.0001, 0.0001, 0.0052, -0.0057, 0.0179, -0.0263, 0.0215, 0.0000, 0.0000, 0.0000, 0.0000, -0.0003, -0.0006, 0.0000], "homo_lumo_gap_ha": [0.285, 0.291], "total_energy_ev": -93920.746, "molar_mass_da": 650.6, "multiplicity": 2, "s_squared": 0.754, "total_charge": 2}